Entry 1:
Formula: C5H8N2
Source: the OMol25 dataset
Level of theory: wB97M-V/def2-TZVPD

Each line ends with the Löwdin charge.
Positions of all 15 atoms, in Å:
C1 -2.18835 -1.37917 0.38355  -0.104
C2 -1.60677 -0.14900 -0.26256  -0.151
C3 -0.42118 0.34153 -0.02078  0.009
C4 0.79861 0.82844 0.08051  -0.345
N1 1.16203 1.99822 0.79425  0.061
C5 1.90566 0.19702 -0.68009  -0.210
N2 1.83000 -0.99527 -1.11498  0.097
H1 -1.48042 -1.83235 1.08163  0.076
H2 -3.12274 -1.15927 0.91247  0.069
H3 -2.41907 -2.11699 -0.39415  0.074
H4 -2.21745 0.33064 -1.03064  0.104
H5 1.92754 1.84209 1.44141  0.080
H6 0.37780 2.39871 1.29384  0.084
H7 2.78218 0.84726 -0.81457  0.112
H8 2.68028 -1.23570 -1.62519  0.044

The energy above the lowest of the compared OMol25 structures with the same formula, charge and spin is 2.1729 eV. For the LUMO energy, the calculation gives 0.96 eV. For the HOMO energy, the calculation gives -8.3887 eV. The value obtained for the total energy is -304.75564 a.u. The orbital gap is 9.4 eV.

---

Entry 2:
Formula: C5H19O7
Source: the OMol25 dataset
Level of theory: wB97M-V/def2-TZVPD

Each line ends with the Löwdin charge.
Positions of all 31 atoms, in Å:
C1 -1.25946 1.57202 1.84660  -0.313
O1 -0.10848 1.89626 1.14569  -0.121
C2 -1.36710 0.16178 2.35496  -0.236
C3 -1.83987 -0.79034 1.25934  -0.241
C4 -0.81372 -0.77454 0.18557  -0.155
C5 -0.92514 -0.63231 -1.17067  -0.360
O2 0.02674 -0.60400 -2.01902  -0.197
H1 -1.18830 2.35860 2.66794  0.131
H2 -2.14441 1.80240 1.25574  0.111
H3 -2.00653 0.23371 3.26014  0.101
H4 -0.50629 -0.14919 3.02577  0.126
H5 -2.05196 -1.76125 1.68535  0.089
H6 -2.84093 -0.42342 1.07832  0.101
H7 0.05673 -1.22230 0.63474  0.088
H8 0.03755 1.22796 0.41262  0.082
H9 -1.82908 -0.66112 -1.79262  0.106
H10 1.99742 0.52692 -2.62511  -0.002
H11 0.87569 1.26196 -2.88637  0.007
O3 1.84281 1.42982 -2.95924  -0.093
H12 1.57769 0.72402 1.63722  -0.008
H13 2.66860 1.83088 1.35125  0.025
O4 2.50475 0.89628 1.46373  -0.059
H14 -1.57514 1.20722 -2.92044  0.011
H15 -1.01124 2.17114 -1.78046  0.009
O5 -1.72660 1.94230 -2.34437  -0.042
H16 1.11387 -3.26141 0.69129  0.015
H17 2.11400 -2.55015 -0.24234  -0.024
O6 2.02302 -3.29666 0.37428  -0.088
H18 2.29959 -2.47377 -1.97337  0.036
H19 1.59762 -1.07932 -1.91329  0.003
O7 2.45818 -1.56348 -1.70325  -0.103

The energy above the lowest of the compared OMol25 structures with the same formula, charge and spin is 3.2980 eV. The net charge is -1. For the LUMO energy, the calculation gives 3.39 eV. For the HOMO energy, the calculation gives -4.0540 eV. The value obtained for the total energy is -728.58398 a.u. The orbital gap is 7.4 eV.

---

Entry 3:
Formula: C11H26FN2O5S2
Source: the OMol25 dataset
Level of theory: wB97M-V/def2-TZVPD

Each line ends with the Löwdin charge.
Positions of all 47 atoms, in Å:
N1 7.13357 -1.46371 0.84748  -0.070
C1 6.69093 0.01406 0.87525  -0.259
C2 5.06699 0.00278 0.65196  -0.225
C3 4.39654 1.46811 0.34383  -0.177
C4 2.75786 1.48773 0.29809  -0.283
C5 2.19091 1.92358 1.78680  -0.126
C6 0.67117 1.40344 2.11469  -0.124
N2 0.37269 0.02298 1.56735  0.019
C7 0.42623 0.09964 0.02752  -0.247
S1 -0.26668 -1.57183 -0.56042  0.943
O1 0.71302 -2.76475 -0.23086  -0.318
O2 -1.60545 -1.94626 0.18159  -0.332
F1 -0.56875 -1.63747 -2.24688  -0.203
C8 2.05962 0.14526 -0.33010  -0.110
H1 7.55590 -1.73912 1.76791  0.069
H2 6.24688 -2.04915 0.79574  0.059
H3 7.29654 0.52517 -0.00684  0.131
H4 6.99945 0.40822 1.93779  0.123
H5 4.50436 -0.56816 1.52776  0.123
H6 4.86971 -0.66149 -0.32001  0.126
H7 4.70906 2.16973 1.25766  0.127
H8 4.87575 2.00037 -0.61131  0.143
H9 2.45909 2.38674 -0.42853  0.157
H10 2.13427 3.11604 1.76622  0.150
H11 2.96532 1.66926 2.64971  0.138
H12 0.59786 1.31038 3.30254  0.169
H13 -0.17892 2.12977 1.74954  0.162
H14 -0.55619 -0.28624 1.92845  0.181
H15 1.12599 -0.65023 1.89264  0.205
H16 -0.14988 1.02111 -0.40626  0.185
H17 2.48732 -0.87194 0.05865  0.119
H18 2.10063 0.26436 -1.51041  0.162
O3 -8.05968 -0.03626 -1.18215  -0.281
S2 -7.06430 -0.72409 -1.97655  0.627
O4 -6.86012 -2.15338 -1.88446  -0.283
O5 -5.62860 0.02284 -1.79187  -0.269
C9 -5.12306 0.21205 -0.47793  -0.279
C10 -4.53310 -1.07005 0.07886  -0.089
C11 -7.31442 -0.30407 -3.68416  -0.121
H19 -5.89841 0.61195 0.18416  0.119
H20 -4.33388 0.96866 -0.54399  0.114
H21 -5.31180 -1.81960 0.24839  0.080
H22 -4.03114 -0.88319 1.03263  0.070
H23 -3.81449 -1.50365 -0.62349  0.062
H24 -7.41589 0.77915 -3.77070  0.076
H25 -8.22967 -0.79486 -4.02156  0.081
H26 -6.46323 -0.66388 -4.26473  0.075

The net charge is +1. For the LUMO energy, the calculation gives -4.91 eV. For the HOMO energy, the calculation gives -11.9085 eV. The value obtained for the total energy is -1816.17532 a.u. The orbital gap is 7.0 eV.

---

Entry 4:
Formula: C2H4O2
Source: the OMol25 dataset
Level of theory: wB97M-V/def2-TZVPD

Each line ends with the Löwdin charge.
Positions of all 8 atoms, in Å:
O1 -0.23006 -1.21967 -0.97593  -0.139
O2 -0.03462 -2.64126 -0.78861  -0.090
H1 0.13260 -2.88275 -1.71892  0.092
H2 0.46345 -0.81497 -0.34321  0.101
C1 -0.33253 1.34623 0.82420  -0.022
C2 0.25802 2.36887 1.07056  0.009
H3 0.84458 3.24014 1.25933  0.018
H4 -1.10144 0.60341 0.67257  0.031

The energy above the lowest of the compared OMol25 structures with the same formula, charge and spin is 5.8171 eV. For the LUMO energy, the calculation gives 1.04 eV. For the HOMO energy, the calculation gives -10.6396 eV. The value obtained for the total energy is -228.89280 a.u. The orbital gap is 11.7 eV.

---

Entry 5:
Formula: C36H28IN9O3S2Ti
Source: the OMol25 dataset
Level of theory: wB97M-V/def2-TZVPD

Each line ends with the Löwdin spin population.
Positions of all 80 atoms, in Å:
Ti1 0.15235 -0.22304 0.27822  0.013
C1 3.75266 -0.80397 6.61211  0.000
C2 3.27393 -0.57805 5.20346  0.000
C3 4.15403 -0.40207 4.14402  0.000
C4 3.70399 -0.21002 2.85102  0.000
C5 2.33580 -0.15304 2.53442  0.000
N1 1.88029 0.05131 1.24776  0.000
C6 2.88475 0.35279 0.28700  0.000
C7 3.45058 1.61933 0.21983  0.000
C8 4.41729 1.91631 -0.72586  0.000
C9 4.84019 0.95492 -1.63958  0.000
C10 5.83023 1.27529 -2.72526  0.000
C11 4.26162 -0.30626 -1.58855  0.000
C12 3.29486 -0.60278 -0.64105  0.000
N2 2.67591 -1.88172 -0.65848  0.000
C13 3.19022 -3.04706 -1.10098  0.001
C14 2.18901 -3.98430 -1.06263  0.000
C15 1.06322 -3.29164 -0.59345  0.000
N3 1.36853 -2.02666 -0.35248  0.002
C16 1.45702 -0.33453 3.61530  0.000
C17 1.92030 -0.56010 4.90305  0.000
N4 0.05361 -0.31372 3.41230  0.000
C18 -0.88374 0.02243 4.31731  0.000
C19 -2.10766 -0.36179 3.82341  0.000
C20 -1.82125 -0.92461 2.58431  0.000
N5 -0.51278 -0.89602 2.32677  0.000
H1 4.83918 -0.88294 6.64413  0.000
H2 3.33830 -1.72289 7.03148  0.000
H3 3.45988 0.01725 7.26996  0.000
H4 5.22253 -0.42930 4.32661  0.000
H5 4.42712 -0.09157 2.05700  0.000
H6 3.09955 2.37045 0.91617  0.000
H7 4.83012 2.91706 -0.77204  0.000
H8 6.26553 2.26402 -2.58280  0.000
H9 5.34011 1.25050 -3.70120  0.000
H10 6.63946 0.54390 -2.75121  0.000
H11 4.50746 -1.03801 -2.34620  0.000
H12 4.22027 -3.11820 -1.40233  0.000
H13 2.25496 -5.01921 -1.34586  0.000
H14 0.05452 -3.63437 -0.41926  0.000
H15 1.19757 -0.74848 5.68799  0.000
H16 -0.61114 0.51721 5.23293  0.000
H17 -3.07839 -0.18437 4.24873  0.000
H18 -2.51175 -1.28154 1.84381  0.000
S1 -0.87138 1.75289 1.02559  0.006
C21 -1.78583 2.70248 -0.18361  0.002
S2 -1.01022 3.55484 -1.38856  0.010
C22 -3.15946 2.75151 0.08675  0.001
C23 -4.00042 3.71429 -0.53767  0.000
N6 -4.69967 4.48341 -1.03940  0.000
C24 -3.79329 1.83280 0.96990  0.000
N7 -4.32756 1.09674 1.68368  0.001
O1 -2.21935 -3.35793 -0.35080  0.000
C25 -2.25471 -2.15637 -0.53210  0.000
O2 -1.29560 -1.33539 -0.23695  0.001
C26 -3.47518 -1.50751 -1.14838  0.000
C27 -4.70537 -2.20036 -1.09009  0.000
C28 -5.80795 -1.60484 -1.62293  0.000
C29 -5.69253 -0.33313 -2.22745  0.000
C30 -6.78769 0.35516 -2.80030  0.000
C31 -6.60721 1.58674 -3.35998  0.000
C32 -5.32939 2.18952 -3.37430  0.000
C33 -4.25239 1.54631 -2.83818  0.000
C34 -4.41510 0.27055 -2.24902  0.000
N8 -3.32701 -0.33283 -1.69841  0.000
H19 -4.73276 -3.17410 -0.62392  0.000
H20 -6.77643 -2.09056 -1.58937  0.000
H21 -7.76766 -0.10706 -2.77527  0.000
H22 -7.45011 2.11911 -3.78191  0.000
H23 -5.20880 3.18775 -3.77153  0.000
H24 -3.27579 2.01800 -2.80214  0.000
N9 -0.85266 0.45811 -3.14178  0.089
C35 0.35141 0.73147 -2.63825  0.133
O3 0.54497 0.40236 -1.38644  0.028
C36 1.41049 1.23127 -3.39283  0.286
I1 2.43512 -1.03857 -4.60244  0.420
H25 -1.62595 0.24426 -2.50842  0.003
H26 -1.07258 0.80470 -4.05902  0.003
H27 2.31163 1.50947 -2.87055  0.001
H28 1.20620 1.67441 -4.35383  0.000

The energy above the lowest of the compared OMol25 structures with the same formula, charge and spin is 0.7514 eV. Its spin multiplicity is 2. The net charge is -1. For the LUMO energy (spin up / spin down), the calculation gives 1.73 / 1.16 eV. As for the expectation value of S²: 0.76. For the HOMO energy (spin up / spin down), the calculation gives -4.5147 / -4.6828 eV. The value obtained for the total energy is -4050.97946 a.u. The orbital gap (spin up / spin down) is 6.2 / 5.8 eV.

---

Entry 6:
Formula: C7H6O2P
Source: the OMol25 dataset
Level of theory: wB97M-V/def2-TZVPD

Each line ends with the Löwdin charge.
Positions of all 16 atoms, in Å:
C1 -1.97211 0.15116 0.58555  -0.133
C2 -1.71600 -1.25063 0.47743  -0.139
C3 -1.04049 0.99034 0.02333  -0.102
C4 -0.57003 -1.82946 -0.08570  -0.026
C5 0.19469 0.53344 -0.38031  -0.321
C6 0.46267 -0.88133 -0.39168  -0.399
C7 1.35412 1.33861 -0.70476  -0.318
O1 2.89160 0.23662 1.28975  -0.525
O2 1.66497 -1.23140 -0.70204  -0.241
P1 2.83441 0.22195 -0.15615  0.656
H1 -2.86780 0.61365 0.98157  0.074
H2 -2.36057 -1.97622 0.99753  0.081
H3 -1.02081 2.08095 0.01749  0.100
H4 -0.49835 -2.89863 0.13513  0.095
H5 1.36186 1.51455 -1.87855  0.103
H6 1.28184 2.38639 -0.20858  0.095

The energy above the lowest of the compared OMol25 structures with the same formula, charge and spin is 0.0000 eV. The net charge is -1. For the LUMO energy, the calculation gives 3.94 eV. For the HOMO energy, the calculation gives -3.4083 eV. The value obtained for the total energy is -762.23668 a.u. The orbital gap is 7.3 eV.

---

Copy entry 4 word for word.
Formula: C2H4O2
Source: the OMol25 dataset
Level of theory: wB97M-V/def2-TZVPD

Each line ends with the Löwdin charge.
Positions of all 8 atoms, in Å:
O1 -0.23006 -1.21967 -0.97593  -0.139
O2 -0.03462 -2.64126 -0.78861  -0.090
H1 0.13260 -2.88275 -1.71892  0.092
H2 0.46345 -0.81497 -0.34321  0.101
C1 -0.33253 1.34623 0.82420  -0.022
C2 0.25802 2.36887 1.07056  0.009
H3 0.84458 3.24014 1.25933  0.018
H4 -1.10144 0.60341 0.67257  0.031

The energy above the lowest of the compared OMol25 structures with the same formula, charge and spin is 5.8171 eV. For the LUMO energy, the calculation gives 1.04 eV. For the HOMO energy, the calculation gives -10.6396 eV. The value obtained for the total energy is -228.89280 a.u. The orbital gap is 11.7 eV.

---

Which of these has the lowest total energy?
C36H28IN9O3S2Ti